Formula: C7H10O
Source: the Open Molecules 2025 dataset
Level of theory: wB97M-V/def2-TZVPD

Last column: natural (NBO) charge in e.
Element x y z (Å)
C (1.024, -1.417, 2.002)  -0.64
C (0.369, -0.399, 1.135)  -0.01
C (-1.015, -0.253, 1.012)  -0.22
C (-1.573, 0.670, 0.151)  -0.20
C (-0.794, 1.463, -0.688)  -0.22
C (0.571, 1.462, -0.423)  -0.22
C (1.139, 0.499, 0.396)  -0.23
H (0.556, -1.467, 2.983)  0.22
H (2.082, -1.230, 2.141)  0.22
H (0.884, -2.439, 1.664)  0.22
H (-1.629, -0.976, 1.539)  0.21
H (-2.633, 0.647, 0.058)  0.21
H (-1.274, 2.053, -1.456)  0.22
H (1.221, 2.103, -1.011)  0.21
H (2.217, 0.355, 0.358)  0.21
O (-0.038, -1.218, -2.900)  -0.93
H (0.315, -0.427, -2.474)  0.47
H (-0.053, -1.827, -2.147)  0.47

net charge	0
ΔE to the lowest compared entry with this formula, charge and spin	0.0	kJ/mol
HOMO-LUMO gap	0.370	Eh
electronic energy	-347.9632	a.u.
LUMO energy	0.0296	Eh
SMILES	Cc1ccccc1.O